Record 1
A structure of composition C3H4BrIO at a distorted geometry. Source: OMol25; level of theory: ωB97M-V with the def2-TZVPD basis set.

```
! RIJCOSX wB97M-V def2-TZVPD def2/J DEFGRID3
* xyz 0 1
C -0.52 1.47 -0.53
C -0.80 0.03 -0.45
C 0.81 -1.21 0.87
O -0.08 0.48 -1.40
Br 0.17 -2.85 0.33
I 2.67 -0.55 0.35
H -1.23 2.24 -0.72
H 0.14 1.79 0.21
H -1.75 -0.45 -0.54
H 0.60 -0.93 1.88
*
```

Kohn-Sham gap (eV): 8.08
Relative energy (zero: lowest compared OMol25 entry of this formula, charge and spin) (kcal per mole): 92.8

How is the electron density shared among the atoms? According to Mulliken, the charges in e are: atom 1 (C): -0.2658, atom 2 (C): -0.1385, atom 3 (C): -0.6226, atom 4 (O): -0.2571, atom 5 (Br): -0.0907, atom 6 (I): 0.1462, atom 7 (H): 0.2783, atom 8 (H): 0.1902, atom 9 (H): 0.3487, atom 10 (H): 0.4113

Record 2
A structure of composition C3H4BrN at a distorted geometry. Source: OMol25; level of theory: ωB97M-V with the def2-TZVPD basis set.

```
! RIJCOSX wB97M-V def2-TZVPD def2/J DEFGRID3
* xyz 0 1
C -1.47 0.63 -0.15
C 0.15 -0.50 0.48
C -0.41 0.01 -0.86
N -0.90 0.39 0.98
Br 3.70 -0.40 0.15
H -2.42 1.14 -0.47
H -0.11 -1.60 0.48
H 1.24 -0.22 0.90
H 0.22 0.54 -1.52
*
```

Kohn-Sham gap (spin up / spin down) (eV): 9.67 / 4.46
Relative energy (zero: lowest compared OMol25 entry of this formula, charge and spin) (kcal per mole): 111.2

How is the electron density shared among the atoms? According to Mulliken, the charges in e are: atom 1 (C): 0.1041, atom 2 (C): 0.1015, atom 3 (C): -0.4330, atom 4 (N): -0.5076, atom 5 (Br): 0.0037, atom 6 (H): 0.2953, atom 7 (H): 0.2155, atom 8 (H): -0.0298, atom 9 (H): 0.2504

Record 3
A cluster of 2 separate species, C3H4BrNO in total at a distorted geometry. Source: OMol25; level of theory: ωB97M-V with the def2-TZVPD basis set.

```
! RIJCOSX wB97M-V def2-TZVPD def2/J DEFGRID3
* xyz 0 1
C 1.65 0.08 0.13
C 1.53 1.31 -0.39
O 0.30 1.79 -0.02
C -0.22 0.81 0.79
N 0.57 -0.20 0.87
H 2.54 -0.55 0.26
H 2.40 1.80 -0.80
H -1.16 0.78 1.14
Br -4.09 -3.26 -0.38
H -3.51 -2.55 -1.60
*
```

Kohn-Sham gap (eV): 10.07
SMILES string: c1cocn1.Br
Relative energy (zero: lowest compared OMol25 entry of this formula, charge and spin) (kcal per mole): 24.8

How is the electron density shared among the atoms? According to Mulliken, the charges in e are: atom 1 (C): -0.2285, atom 2 (C): -0.0879, atom 3 (O): -0.3188, atom 4 (C): -0.0205, atom 5 (N): -0.4862, atom 6 (H): 0.3355, atom 7 (H): 0.3514, atom 8 (H): 0.4556, atom 9 (Br): -0.2093, atom 10 (H): 0.2087

Record 4
A cluster of 2 separate species, C3H4BrNO3 in total at a distorted geometry. Source: OMol25; level of theory: ωB97M-V with the def2-TZVPD basis set.

```
! RIJCOSX wB97M-V def2-TZVPD def2/J DEFGRID3
* xyz 0 1
C 0.78 0.35 -1.95
C -0.58 0.63 -1.61
C 0.43 -0.07 2.26
N 0.71 -0.80 1.28
O -0.73 1.20 -0.53
O 1.70 -0.21 -1.32
O -1.61 0.46 -2.47
Br -0.47 -2.20 0.89
H -0.33 -0.11 2.97
H 1.11 0.61 2.72
H 1.45 -0.57 -0.27
H -2.45 0.71 -1.95
*
```

Kohn-Sham gap (spin up / spin down) (eV): 7.61 / 7.61
Relative energy (zero: lowest compared OMol25 entry of this formula, charge and spin) (kcal per mole): 110.5

How is the electron density shared among the atoms? According to Mulliken, the charges in e are: atom 1 (C): -0.3088, atom 2 (C): 0.8400, atom 3 (C): -0.1646, atom 4 (N): -0.4356, atom 5 (O): -0.5533, atom 6 (O): -0.2583, atom 7 (O): -0.4803, atom 8 (Br): -0.0184, atom 9 (H): 0.2973, atom 10 (H): 0.2623, atom 11 (H): 0.4502, atom 12 (H): 0.3695